[1]
{"formula": "C4H4BrClO2", "method": "wB97M-V/def2-TZVPD", "relative_energy_kcal_mol": 40.1, "total_energy_ha": -3339.4175, "e_homo_ev": -9.116, "smiles": "C[C@@]1(O)O/C1=C(\\Cl)Br", "orbital_gap_ev": 9.67, "symbols": ["C", "C", "O", "O", "C", "C", "Cl", "Br", "H", "H", "H", "H"], "positions_angstrom": [[1.48, -0.43, -0.44], [0.34, 0.30, 0.22], [0.37, 0.39, 1.58], [-0.07, 1.55, -0.46], [-0.90, 0.52, -0.40], [-2.05, -0.02, -0.21], [-3.56, 0.58, -0.82], [-2.11, -1.81, 0.43], [1.38, -1.49, -0.24], [2.43, -0.08, -0.04], [1.46, -0.26, -1.51], [1.21, 0.75, 1.89]], "mulliken_charge": [-1.06, 0.87, -0.49, -0.50, 0.12, 0.04, -0.19, -0.12, 0.25, 0.35, 0.36, 0.35]}

[2]
{"formula": "C25H77N13O16", "method": "wB97M-V/def2-TZVPD", "total_energy_ha": -2914.4500, "e_homo_ev": -8.461, "smiles": "COC[C@H](C)N.COC[C@H](C)N.COC[C@H](C)N.NC(N)=O.NC(N)=O.NC(N)=O.NC(N)=O.NC(N)=O.OCCO.OCCO.OCCO.OCCO", "orbital_gap_ev": 8.77, "symbols": ["C", "O", "C", "C", "C", "N", "H", "H", "H", "H", "H", "H", "H", "H", "H", "H", "H", "C", "O", "C", "C", "C", "N", "H", "H", "H", "H", "H", "H", "H", "H", "H", "H", "H", "C", "O", "C", "C", "C", "N", "H", "H", "H", "H", "H", "H", "H", "H", "H", "H", "H", "N", "C", "N", "O", "H", "H", "H", "H", "N", "C", "N", "O", "H", "H", "H", "H", "N", "C", "N", "O", "H", "H", "H", "H", "N", "C", "N", "O", "H", "H", "H", "H", "N", "C", "N", "O", "H", "H", "H", "H", "O", "C", "C", "O", "H", "H", "H", "H", "H", "H", "O", "C", "C", "O", "H", "H", "H", "H", "H", "H", "O", "C", "C", "O", "H", "H", "H", "H", "H", "H", "O", "C", "C", "O", "H", "H", "H", "H", "H", "H"], "positions_angstrom": [[2.36, 1.21, 0.86], [1.43, 0.25, 0.41], [0.15, 0.77, 0.00], [-0.81, -0.28, -0.53], [-2.14, 0.39, -0.83], [-0.92, -1.35, 0.52], [3.41, 0.94, 0.71], [2.18, 1.28, 1.94], [2.26, 2.19, 0.38], [-0.21, 1.29, 0.90], [0.34, 1.53, -0.78], [-0.37, -0.81, -1.39], [-2.94, -0.27, -1.16], [-1.84, 1.05, -1.66], [-2.51, 1.02, -0.02], [-1.51, -2.08, 0.12], [0.00, -1.80, 0.57], [-5.13, 0.64, -3.28], [-5.71, 1.94, -3.11], [-5.20, 2.65, -2.02], [-5.47, 4.13, -2.21], [-5.06, 4.63, -3.58], [-4.79, 4.94, -1.19], [-5.76, 0.11, -3.99], [-5.25, 0.22, -2.28], [-4.13, 0.73, -3.72], [-5.61, 2.34, -1.05], [-4.11, 2.51, -1.97], [-6.56, 4.25, -2.14], [-3.96, 4.58, -3.61], [-5.32, 5.65, -3.87], [-5.53, 4.05, -4.36], [-4.89, 4.52, -0.27], [-5.24, 5.84, -1.10], [0.00, 2.98, -3.77], [-0.12, 1.85, -4.60], [0.53, 0.68, -4.15], [0.23, -0.41, -5.17], [1.08, -1.68, -5.00], [0.59, 0.07, -6.54], [-0.11, 2.66, -2.73], [-0.72, 3.76, -4.00], [1.01, 3.40, -3.91], [1.58, 0.90, -3.94], [0.03, 0.36, -3.22], [-0.83, -0.63, -5.20], [0.86, -2.33, -5.85], [0.78, -2.16, -4.07], [2.14, -1.42, -5.05], [1.53, 0.48, -6.46], [0.05, 0.91, -6.74], [-4.06, -3.30, -3.70], [-3.47, -3.59, -2.49], [-2.36, -4.41, -2.59], [-3.74, -3.02, -1.44], [-4.84, -2.69, -3.79], [-3.76, -3.65, -4.59], [-2.05, -4.75, -3.48], [-1.76, -4.55, -1.80], [-3.12, 0.99, 4.99], [-2.44, 0.73, 3.82], [-1.18, 0.18, 3.98], [-2.85, 1.11, 2.71], [-3.88, 1.63, 4.88], [-2.85, 0.64, 5.88], [-0.88, 0.05, 4.93], [-0.53, -0.07, 3.26], [-4.94, -0.46, 1.63], [-4.66, -1.80, 1.77], [-3.34, -2.09, 2.01], [-5.51, -2.68, 1.62], [-5.89, -0.14, 1.58], [-4.24, 0.20, 1.98], [-2.64, -1.37, 2.02], [-3.13, -3.07, 2.23], [6.78, 1.13, -1.21], [6.26, -0.17, -1.14], [6.50, -0.90, -2.32], [5.67, -0.62, -0.15], [6.58, 1.71, -0.41], [7.38, 1.45, -1.94], [5.89, -1.69, -2.53], [7.10, -0.59, -3.04], [3.06, -1.36, -1.38], [3.01, -2.46, -2.20], [1.88, -3.21, -1.92], [3.87, -2.72, -3.05], [2.23, -1.07, -0.88], [3.84, -0.74, -1.49], [1.42, -3.10, -1.04], [1.64, -4.00, -2.49], [1.50, -0.77, 3.13], [1.84, -2.15, 3.40], [3.23, -2.44, 2.85], [3.08, -2.84, 1.49], [1.65, -0.70, 2.17], [1.69, -2.29, 4.47], [1.17, -2.80, 2.84], [3.67, -3.22, 3.48], [3.89, -1.57, 2.87], [3.87, -3.31, 1.22], [5.76, 2.42, 1.98], [4.84, 3.19, 2.74], [5.25, 4.63, 2.97], [4.92, 5.46, 1.88], [5.21, 1.92, 1.37], [3.83, 3.11, 2.34], [4.74, 2.74, 3.74], [6.32, 4.60, 3.21], [4.76, 5.01, 3.87], [5.52, 5.26, 1.15], [2.34, 3.86, 5.37], [2.36, 2.64, 6.10], [1.34, 1.66, 5.55], [1.69, 0.32, 5.86], [3.18, 4.29, 5.57], [3.35, 2.15, 6.04], [2.33, 2.75, 7.20], [1.29, 1.80, 4.47], [0.35, 1.85, 5.97], [1.70, -0.19, 5.04], [-1.26, -5.23, -0.15], [-0.56, -5.53, 1.08], [-0.94, -4.58, 2.19], [-2.31, -4.72, 2.46], [-2.19, -5.43, 0.03], [-1.04, -6.49, 1.32], [0.51, -5.61, 0.94], [-0.83, -3.53, 1.91], [-0.26, -4.65, 3.06], [-2.54, -5.61, 2.74]], "mulliken_charge": [-0.52, 0.74, -1.19, 0.88, -1.49, 1.11, -0.17, 0.11, 0.54, 0.47, 0.08, -0.32, 0.32, 0.25, 0.44, 0.05, -0.67, -0.56, -0.45, -0.14, 0.37, -1.37, -0.70, 0.28, 0.32, 0.23, 0.33, -0.01, 0.24, 0.25, 0.41, 0.31, 0.22, 0.26, -0.58, -0.37, 0.62, 0.27, -1.29, -0.86, 0.02, 0.27, 0.32, 0.43, -0.84, 0.37, 0.47, 0.11, 0.32, 0.31, 0.33, -0.42, 0.55, -0.34, -0.53, 0.22, 0.14, 0.17, 0.40, -0.45, 0.48, 0.20, -0.70, 0.24, 0.15, 0.20, -0.26, -0.12, 0.35, 0.18, -0.76, 0.22, 0.22, -0.20, 0.05, -0.35, 0.61, -0.35, -0.53, 0.18, 0.15, 0.22, 0.15, 0.28, 0.36, -0.05, -0.72, -0.43, 0.01, -0.02, 0.25, 0.64, 0.08, -0.79, -0.33, -0.60, 0.58, -0.35, 0.50, 0.29, 0.22, -0.54, 0.14, -0.48, -0.53, 0.27, 0.11, 0.12, 0.30, 0.23, 0.30, -0.54, -0.49, 0.01, -0.70, 0.30, 0.26, 0.30, 0.02, 0.25, 0.28, -0.57, -0.83, 0.94, -0.63, 0.31, 0.39, 0.38, -0.88, 0.36, 0.33]}

[3]
{"formula": "C27H22F3N2O8S3", "method": "wB97M-V/def2-TZVPD", "total_energy_ha": -3247.5393, "e_homo_ev": -4.990, "charge": -1, "orbital_gap_ev": 4.97, "symbols": ["C", "C", "C", "O", "C", "O", "C", "C", "C", "C", "C", "C", "C", "N", "C", "C", "C", "O", "O", "H", "H", "H", "H", "H", "H", "H", "H", "H", "H", "H", "H", "F", "C", "F", "F", "S", "N", "S", "C", "C", "C", "C", "C", "C", "O", "O", "S", "C", "C", "C", "C", "C", "C", "O", "O", "H", "H", "H", "H", "H", "H", "H", "H", "H", "H"], "positions_angstrom": [[-0.01, 3.66, 1.85], [0.00, 3.98, 0.37], [-0.71, 5.29, -0.03], [1.40, 4.29, -0.06], [2.27, 3.24, -0.18], [3.31, 3.22, 0.45], [1.77, 2.13, -1.13], [2.88, 1.73, -2.24], [3.78, 0.60, -1.69], [3.85, -0.68, -2.30], [4.54, -1.74, -1.69], [5.25, -1.55, -0.48], [6.08, -2.59, 0.08], [6.78, -3.41, 0.57], [5.15, -0.32, 0.15], [4.40, 0.69, -0.43], [0.35, 2.64, -1.57], [0.01, 2.87, -2.69], [-0.47, 2.90, -0.44], [0.61, 2.78, 2.04], [0.43, 4.52, 2.38], [-1.03, 3.50, 2.21], [-0.59, 5.38, -1.12], [-1.78, 5.24, 0.24], [-0.24, 6.14, 0.48], [2.27, 1.32, -3.07], [3.36, 2.67, -2.53], [3.29, -0.88, -3.22], [4.52, -2.75, -2.12], [5.64, -0.16, 1.11], [4.27, 1.58, 0.16], [2.41, -0.83, 2.20], [1.73, -0.97, 1.04], [2.24, -1.97, 0.30], [0.43, -1.19, 1.27], [1.67, 0.72, -0.09], [-2.10, -1.82, -0.49], [-1.42, -2.34, -1.96], [-2.61, -3.64, -1.70], [-2.24, -4.65, -0.80], [-3.27, -5.35, -0.19], [-4.62, -5.04, -0.48], [-4.93, -4.01, -1.38], [-3.93, -3.31, -2.02], [-1.77, -1.61, -3.16], [-0.09, -2.87, -1.80], [-2.71, -0.28, -0.46], [-2.45, 0.28, 1.23], [-3.50, 0.05, 2.11], [-3.28, 0.25, 3.47], [-2.03, 0.61, 3.97], [-0.99, 0.83, 3.06], [-1.25, 0.81, 1.68], [-1.96, 0.66, -1.26], [-4.14, -0.35, -0.62], [-1.18, -4.80, -0.53], [-3.03, -6.13, 0.53], [-5.42, -5.65, -0.05], [-5.96, -3.73, -1.59], [-4.12, -2.47, -2.69], [-4.43, -0.30, 1.70], [-4.10, 0.09, 4.16], [-1.83, 0.64, 5.04], [0.02, 0.98, 3.46], [-0.52, 1.13, 0.93]], "mulliken_charge": [-1.54, 1.59, -1.53, -0.36, -0.12, -0.63, 1.50, -0.81, 0.65, -0.67, -0.79, 0.71, -0.09, -0.55, -0.88, 0.01, -0.55, -0.54, -0.05, 0.04, 0.51, 0.44, 0.40, 0.32, 0.33, 0.40, 0.32, 0.31, 0.39, 0.42, 0.70, -0.20, 0.47, -0.15, -0.07, 0.03, -0.26, 1.20, 0.54, -0.63, -0.32, -0.50, -0.48, -0.60, -0.66, -0.73, 1.50, -0.58, -0.69, -0.42, -0.77, -0.60, 1.14, -0.48, -0.82, 0.37, 0.35, 0.33, 0.36, 0.40, 0.53, 0.36, 0.37, 0.45, -0.37]}

[4]
{"formula": "C14H16O", "method": "wB97M-V/def2-TZVPD", "relative_energy_kcal_mol": 12.5, "total_energy_ha": -618.2961, "e_homo_ev": -8.298, "smiles": "Cc1ccc(O)cc1.Cc1ccccc1", "orbital_gap_ev": 9.09, "symbols": ["C", "C", "C", "C", "C", "O", "C", "C", "H", "H", "H", "H", "H", "H", "H", "H", "C", "C", "C", "C", "C", "C", "C", "H", "H", "H", "H", "H", "H", "H", "H"], "positions_angstrom": [[-2.15, -1.47, 1.13], [-0.71, -1.67, 1.50], [0.18, -1.99, 0.47], [1.48, -2.39, 0.72], [1.92, -2.50, 2.05], [3.17, -2.96, 2.36], [1.08, -2.11, 3.07], [-0.25, -1.78, 2.80], [-2.71, -2.40, 1.25], [-2.24, -1.17, 0.09], [-2.69, -0.78, 1.78], [-0.19, -1.91, -0.54], [2.23, -2.34, -0.06], [3.63, -3.22, 1.55], [1.44, -2.21, 4.08], [-0.89, -1.64, 3.65], [-0.94, 1.62, -3.73], [-0.46, 1.95, -2.35], [-1.34, 2.43, -1.39], [-0.88, 2.78, -0.13], [0.47, 2.78, 0.16], [1.34, 2.36, -0.83], [0.90, 1.86, -2.04], [-0.14, 1.62, -4.46], [-1.63, 2.39, -4.09], [-1.48, 0.67, -3.88], [-2.39, 2.35, -1.62], [-1.61, 3.02, 0.63], [0.90, 3.18, 1.07], [2.37, 2.17, -0.52], [1.57, 1.38, -2.73]], "mulliken_charge": [-1.47, 0.73, -0.55, -0.52, 0.79, -0.53, -0.52, -0.51, 0.32, 0.33, 0.35, 0.28, 0.25, 0.29, 0.39, 0.37, -1.43, 0.94, -0.45, -0.34, -0.59, -0.46, -0.54, 0.38, 0.35, 0.29, 0.37, 0.38, 0.42, 0.32, 0.36]}